DFT (ωB97M-V with the def2-TZVPD basis set) results for one molecule with the formula CH4N2O2S at a distorted geometry.

The geometry in XYZ format:
```
10
Properties=species:S:1:pos:R:3:mulliken_charge:R:1
S 0.75786 0.82050 1.04376 0.42
O -2.63052 2.60312 1.85838 -0.31
O -0.89110 1.39278 1.65253 -0.28
N 1.86095 1.72912 1.04949 -0.49
N -1.85514 2.17453 1.04698 0.29
C 0.11775 -0.13197 -0.52415 -0.75
H -0.40789 0.61866 -1.18628 0.30
H 0.84439 -0.14912 1.95174 0.19
H -0.68605 -0.85351 -0.06204 0.31
H 0.95589 -0.73549 -1.00050 0.32
```

Total energy: -698.415659 Eh
Kohn-Sham gap: 9.9 eV
ΔE to the lowest compared entry with this formula, charge and spin: 681.7 kJ/mol

DFT (ωB97M-V with the def2-TZVPD basis set) results for a 3-piece molecular cluster, C5H13NO2 overall at a distorted geometry.

The geometry in XYZ format:
```
21
Properties=species:S:1:pos:R:3:mulliken_charge:R:1
O 3.08701 -1.72667 0.50221 -0.62
O 0.55449 -2.32628 0.43775 -0.65
N -1.35349 0.88158 -0.97170 -0.22
C -0.75583 1.97778 -0.24283 -0.77
C 0.54107 1.78308 1.92156 -0.76
C -0.62027 -0.09028 -1.60265 0.09
C -1.13457 -1.28677 -1.90839 -1.09
C -0.53939 1.55075 1.20418 0.09
H 2.68940 -2.15079 1.25875 0.28
H 1.34291 2.39826 1.52522 0.23
H -0.56974 -2.06318 -2.40483 0.35
H -0.14410 -1.90555 -0.09037 0.35
H 0.31777 -2.31113 1.36366 0.29
H 0.32466 0.23910 -2.01496 0.28
H -1.25146 2.95275 -0.31683 0.33
H 0.74400 1.36377 2.89654 0.26
H 2.40209 -1.64194 -0.16233 0.36
H -2.29295 0.68768 -0.66607 0.26
H 0.16115 2.30882 -0.73092 0.37
H -1.43755 1.02858 1.51106 0.26
H -2.06523 -1.66956 -1.50905 0.33
```

Total energy: -403.471218 Eh
Kohn-Sham gap: 9.2 eV
ΔE to the lowest compared entry with this formula, charge and spin: 276.7 kJ/mol

DFT (ωB97M-V with the def2-TZVPD basis set) results for a 2-piece molecular cluster, C9H15N5 overall at a distorted geometry.

The geometry in XYZ format:
```
29
Properties=species:S:1:pos:R:3:mulliken_charge:R:1
N -0.95069 2.44377 0.05798 -0.72
N -0.17415 2.11655 1.09173 0.38
N 1.53800 -1.40486 -0.73451 -0.50
N 2.89800 -1.74245 -2.47839 -0.38
N -0.05915 0.81856 1.29313 0.25
C 0.80695 0.63099 2.36302 -0.01
C -1.27920 0.25051 -0.80888 -0.64
C -1.40844 -2.45579 -0.42136 -1.12
C 1.76662 -1.23890 -1.97461 0.19
C -1.51718 -1.02177 0.17583 -0.23
C 1.07051 1.89315 2.86820 -0.93
C 0.48371 2.82951 2.03114 0.30
C -0.33953 -0.14876 0.26823 0.89
C -1.89920 1.57252 -0.49117 -0.92
H 1.81456 -2.19650 -0.17934 0.27
H 1.10289 -0.65553 -2.60568 0.29
H -2.10568 -1.19923 1.01838 0.41
H 3.55163 -2.46209 -2.05327 0.26
H -1.79382 -3.21156 0.43033 0.37
H -0.80004 3.31193 -0.38632 0.21
H -2.32410 2.01127 -1.36729 0.46
H -2.75296 1.37958 0.20268 0.28
H 3.03206 -1.68465 -3.47608 0.26
H -1.28442 -0.12537 -1.77977 0.63
H -2.07833 -2.65883 -1.23292 0.41
H 1.45261 2.04575 3.82316 0.46
H 0.61200 3.93725 2.13645 0.44
H 0.95057 -0.35897 2.70541 0.48
H -0.31321 -2.67608 -0.47608 0.22
```

Total energy: -624.886530 Eh
Charge: +2
Kohn-Sham gap: 7.3 eV
ΔE to the lowest compared entry with this formula, charge and spin: 490.3 kJ/mol

DFT (ωB97M-V with the def2-TZVPD basis set) results for a 3-piece molecular cluster, CH4F2N4O overall at a distorted geometry.

The geometry in XYZ format:
```
12
Properties=species:S:1:pos:R:3:mulliken_charge:R:1
F -1.43219 1.25260 -0.44947 -0.56
F 0.59058 -2.67947 -0.38508 -0.18
O 1.90684 -0.26310 -1.53557 -0.37
N -0.43276 -1.78088 -0.05687 0.22
N 0.22664 1.22876 1.22001 -0.41
N 1.16567 1.13854 0.14640 -0.28
N -1.13864 -1.79224 -1.06186 -0.37
C 1.58543 0.39877 -0.66226 0.55
H -0.87481 1.57559 0.42504 0.50
H 0.54216 1.82761 1.97990 0.28
H -1.95606 -1.16569 -1.06678 0.31
H -0.18286 0.25949 1.44654 0.32
```

Total energy: -534.345812 Eh
Kohn-Sham gap: 10.5 eV
ΔE to the lowest compared entry with this formula, charge and spin: 4.8 kJ/mol

DFT (ωB97M-V with the def2-TZVPD basis set) results for C26H36AsKN5OSb as an isolated structure.

The geometry in XYZ format:
```
71
Properties=species:S:1:pos:R:3:mulliken_charge:R:1
Sb -1.11859 0.32317 -4.39781 0.64
As 2.43780 -1.62267 -1.39007 0.55
K -0.72876 0.40677 -0.84786 0.87
O 1.54412 -0.34638 -1.94468 -0.38
N -0.59561 3.09734 0.65609 1.02
N -1.60962 3.26611 -0.20991 -0.88
N -1.62192 -2.40697 -0.45481 -0.68
N -1.77576 -1.79953 0.73973 0.46
N -0.74186 0.54710 1.82524 0.12
C -0.16046 -1.45401 -5.12083 -1.05
C 4.09558 -1.75479 -2.35535 -1.20
C -1.28799 2.76865 4.75602 -1.06
C 1.18681 -2.05559 3.65794 -0.98
C 0.60200 3.08334 0.03273 -0.42
C -3.60407 -1.32400 -0.37406 -0.83
C -2.94958 -1.14008 0.82279 -0.09
C 1.35519 -4.57026 3.37293 -1.67
C -0.83364 2.93948 2.06277 -0.42
C 0.77054 -3.22825 3.01983 0.81
C -2.72978 -2.12355 -1.13014 -0.63
C 0.36559 3.25639 -1.31227 -0.38
C -1.09503 1.61833 4.01878 -0.39
C -0.85448 1.64617 2.62433 -0.07
C -1.03424 3.36850 -1.40311 -0.75
C -1.95994 0.88950 -6.29026 -1.27
C -1.49041 5.28586 4.98650 -1.55
C 0.63531 1.53753 -4.60814 -1.28
C -1.26076 4.03829 4.17532 0.71
C -0.74830 -1.85387 1.73511 0.17
C 1.51672 -3.29343 -1.59343 -0.80
C 2.90184 -1.44068 0.46461 -0.75
C -0.30874 -0.64422 2.32241 -0.16
C -0.21638 -3.09502 2.05826 -0.27
C 0.67103 -0.81845 3.33225 -0.21
C -1.03349 4.08973 2.81157 -0.25
H -1.19282 0.82000 -7.06128 0.36
H 3.46124 -0.51290 0.57664 0.41
H -2.32506 1.91455 -6.24145 0.35
H -0.87368 -2.26477 -5.26431 0.39
H 1.25870 -4.77646 4.44059 0.37
H 1.95129 -2.11604 4.42634 0.36
H 1.51097 2.96084 0.59723 0.46
H -0.61015 -3.96349 1.54146 0.37
H -2.79020 0.23454 -6.55118 0.33
H -0.88168 5.28961 5.89245 0.37
H -1.15542 0.66112 4.52044 0.50
H 1.98863 -1.39501 1.05861 -0.08
H -1.47656 2.67762 5.82115 0.38
H 0.54874 -3.20025 -1.09954 0.12
H -3.21884 -0.59209 1.70855 0.47
H -4.56668 -0.93409 -0.65454 0.45
H -2.53474 5.37574 5.29496 0.29
H -2.85762 -2.50029 -2.13267 0.54
H 3.50784 -2.28146 0.80005 0.41
H 0.33618 -1.24322 -6.06837 0.41
H -1.64423 3.52030 -2.28008 0.51
H 1.05965 0.05869 3.83387 0.49
H 1.37070 -3.47876 -2.65696 0.39
H 1.09428 3.29026 -2.10379 0.40
H 1.32631 1.27021 -3.80945 0.19
H 2.09327 -4.10699 -1.15434 0.41
H 0.84827 -5.36965 2.83241 0.36
H -1.00587 5.04108 2.29083 0.34
H 4.64205 -0.82561 -2.20297 0.36
H 0.38025 2.59550 -4.54566 0.40
H 0.58648 -1.76297 -4.38967 0.02
H 1.09587 1.34346 -5.57744 0.51
H -1.23924 6.17545 4.40894 0.35
H 3.87617 -1.87721 -3.41431 0.35
H 2.41851 -4.62364 3.12621 0.30
H 4.69427 -2.59457 -2.00517 0.39
```

Total energy: -4437.300768 Eh
Kohn-Sham gap: 6.4 eV
ΔE to the lowest compared entry with this formula, charge and spin: 0.0 kJ/mol

DFT (ωB97M-V with the def2-TZVPD basis set) results for an isolated ion of composition C7H7N2O and charge +1 at a distorted geometry.

The geometry in XYZ format:
```
17
Properties=species:S:1:pos:R:3:lowdin_spin:R:1
O 1.21694 -1.13017 -1.56828 0.30
N 1.58049 0.67250 0.82898 0.06
N 1.58914 -1.63762 1.83066 0.01
C 0.36337 -0.30104 -1.20113 0.11
C -1.83853 0.66136 -1.46972 0.34
C -0.83473 0.75323 0.81728 0.39
C -0.72355 0.22146 -2.05757 0.41
C -1.86725 0.88346 -0.03342 0.21
C 1.32221 -0.50870 1.16506 0.06
C 0.35817 0.19736 0.22801 0.06
H -2.84031 1.43030 0.39317 0.00
H 2.47707 -1.86706 2.30120 0.00
H 1.14954 -2.50352 1.64977 0.00
H -0.94680 0.95201 1.95185 0.01
H 2.21887 1.35943 0.45141 0.00
H -2.63832 0.88449 -2.21339 0.01
H -0.58631 -0.06749 -3.07388 0.02
```

Multiplicity: 3
Total energy: -455.227893 Eh
Charge: +1
Kohn-Sham gap (spin up / spin down): 6.8 / 6.7 eV
ΔE to the lowest compared entry with this formula, charge and spin: 0.0 kJ/mol
⟨S²⟩: 2.0191

DFT (ωB97M-V with the def2-TZVPD basis set) results for C13H20Cl12N2 as an isolated structure at a distorted geometry.

The geometry in XYZ format:
```
47
Properties=species:S:1:pos:R:3:mulliken_charge:R:1
Cl -0.23496 3.52794 1.01518 -0.14
Cl -2.93989 4.39938 1.32595 -0.10
Cl -3.66080 1.30240 3.78060 -0.14
Cl -0.94269 5.34163 3.12723 -0.11
Cl 0.18858 -2.99299 -2.82943 -0.24
Cl -2.00473 -3.46744 -1.03833 -0.06
Cl -2.18055 -3.94136 -3.93158 -0.13
Cl -1.75506 2.49512 3.24412 -0.07
Cl -2.17341 -1.22713 -2.91757 -0.08
Cl -3.41406 -0.06014 1.28427 0.19
Cl -5.83511 -0.43129 3.00727 -0.16
Cl -3.29931 -1.50590 3.86771 -0.15
N 1.77598 -0.26782 -0.24087 0.80
N -0.12136 0.16701 -0.44093 -0.18
C 1.40591 -1.00566 -2.46211 -1.53
C -1.04826 -0.66951 -0.97258 -1.50
C -4.05705 -0.19889 2.89394 0.30
C -1.99533 1.02410 0.17248 -1.10
C 1.95543 1.19259 -0.44835 -0.64
C -1.56473 -2.88525 -2.65198 1.00
C -0.60349 1.22134 0.25384 0.30
C 2.35537 -1.04950 -1.33046 -0.27
C -2.25422 -0.10475 -0.62629 -1.18
C 3.36423 1.74146 -0.61200 -1.60
C -1.47149 3.94860 2.21711 0.42
C 2.16999 -0.71513 1.07243 -0.47
C 1.60263 -2.10895 1.40312 -1.15
H 3.24480 -0.79769 1.23391 0.32
H 1.32281 1.53235 -1.26838 0.66
H 3.44344 2.81621 -0.77551 0.42
H 0.83815 -0.09868 -0.61082 0.73
H -2.80860 1.58708 0.60612 0.17
H 3.37386 -0.73818 -1.56254 0.32
H -0.03456 2.07022 0.60332 0.12
H 0.41846 -1.41124 -2.24180 1.21
H -0.70175 -1.56879 -1.46004 0.10
H 1.75090 -1.59650 -3.31063 0.67
H -3.21971 -0.51882 -0.87685 0.60
H 1.54937 1.81067 0.35239 0.13
H 1.58639 -2.46402 2.43354 0.40
H 1.94669 -2.96485 0.82247 0.31
H 3.99947 1.46875 0.23074 0.32
H 3.79393 1.22813 -1.47220 0.35
H 1.83224 0.01590 1.80702 0.38
H 0.54574 -2.05697 1.14162 0.22
H 2.59100 -2.08292 -1.07626 0.39
H 1.26552 0.03926 -2.73876 0.15
```

Total energy: -6138.463062 Eh
Kohn-Sham gap: 7.3 eV

DFT (ωB97M-V with the def2-TZVPD basis set) results for C57H60AsBrN6O3Tc as an isolated structure.

The geometry in XYZ format:
```
129
Properties=species:S:1:pos:R:3:lowdin_spin:R:1
Tc 0.78331 -0.22872 1.15998 2.26
Br 2.08568 -2.68679 -1.53907 0.00
As -2.12113 -2.26858 1.68299 0.02
O 2.50885 -1.03655 1.43483 0.10
O -0.82796 1.20169 0.75001 0.03
O 1.37458 0.20583 -0.70458 0.10
N 1.66471 1.61956 1.62343 0.00
N -0.31413 -1.94055 1.15924 0.21
N 2.85458 1.88297 1.91313 0.02
N 0.15518 1.30738 5.11451 0.03
N 0.30988 -0.05764 3.11927 0.01
N -1.57450 2.04373 6.70941 0.01
C 6.03995 -0.80081 1.71831 0.00
C 0.55855 -5.54827 0.80730 0.00
C -5.22366 -2.98679 -1.88976 0.00
C -3.33914 0.52428 2.00250 0.00
C 1.35387 -1.46385 -3.95718 0.00
C -3.94691 2.67079 5.10202 0.00
C -2.67761 -0.58559 2.55104 0.00
C -2.92792 0.40200 4.75189 0.00
C -3.93922 -2.60610 -2.22513 0.00
C 6.27880 0.58635 1.95722 0.00
C 0.20056 0.60184 4.08944 0.03
C 1.43935 0.04453 -2.02494 0.01
C 7.80594 2.40877 2.36989 0.00
C -3.69490 0.68425 0.54740 0.00
C -0.58767 2.39884 1.43973 0.00
C -3.74598 1.55922 2.84745 0.00
C -2.49971 -0.64564 3.95118 0.00
C 1.82838 2.59429 -2.60015 0.00
C 1.18915 0.86584 -4.27205 0.00
C 7.58582 1.07643 2.14186 0.00
C 3.65433 -0.43324 1.58405 0.01
C 0.73971 3.59141 -3.02972 0.00
C 1.76293 -4.64906 2.67081 0.00
C 3.10683 2.89233 -3.40698 0.00
C 0.01832 0.51358 -6.91294 0.00
C 1.45670 -5.72528 1.85024 0.00
C -4.59957 -2.80878 0.45097 0.00
C 0.32367 -3.20868 1.36997 0.03
C -1.62552 -1.88784 -1.79750 0.00
C -5.04128 -2.94702 1.88808 0.00
C -1.32570 4.45942 2.37704 0.00
C 3.84203 0.94963 1.80292 0.02
C 2.18694 -0.71829 -7.02673 0.00
C -2.96774 -2.31716 -1.26452 0.00
C 2.18700 2.86185 -1.13615 0.00
C 0.83450 -0.63264 -6.30537 0.00
C -1.60962 3.29361 1.68142 0.00
C 1.08417 -0.40465 -4.81613 0.01
C 5.18344 1.46721 2.00484 0.00
C -3.29275 -2.40712 0.09130 0.01
C 0.70772 2.64405 1.88313 0.00
C -3.54093 1.52754 4.21592 0.00
C -0.00486 -4.30464 0.57119 0.01
C 4.79307 -1.29219 1.54220 0.00
C 0.06361 -1.93899 -6.53073 0.00
C 0.98256 3.80767 2.58701 0.00
C 1.42806 1.13747 -2.92213 0.01
C 6.71450 3.28937 2.41533 0.00
C 1.55257 -1.22961 -2.61373 0.01
C 5.43263 2.83423 2.23380 0.00
C -0.03524 4.71433 2.82538 0.00
C 1.19231 -3.40595 2.44249 0.01
C -0.79581 1.67089 5.93945 0.00
C -1.23671 1.40162 -0.63131 0.00
C -1.86900 -1.83449 4.63866 0.00
C -5.53350 -3.07923 -0.53708 0.00
C -6.25022 -3.31030 -2.93961 0.00
H -4.66843 0.23783 0.33277 0.00
H -0.70428 -4.17463 -0.24524 0.00
H -0.45624 1.92522 -1.16610 0.00
H 1.40645 -2.57946 3.10652 0.00
H 2.78141 -1.54703 -6.63795 0.00
H -4.40752 -3.64780 2.43749 0.00
H -2.98255 0.20517 -0.11319 0.00
H -2.12168 5.16108 2.58612 0.00
H 2.04242 -0.87268 -8.09906 0.00
H 8.41403 0.37931 2.10002 0.00
H -4.45218 2.30875 5.99777 0.00
H 1.98388 3.97124 2.95788 0.00
H -1.74288 -1.04910 -2.49007 0.00
H 0.65826 -2.81455 -6.26892 0.00
H 1.02320 4.60018 -2.72075 0.00
H -0.94265 -2.14622 4.15818 0.00
H 1.89964 -6.69579 2.03208 0.00
H 0.29225 -6.38206 0.16989 0.00
H -6.06489 -3.31621 1.93034 0.00
H 0.58802 1.44288 -6.95754 0.00
H 1.41832 -2.48179 -4.31580 0.00
H 1.32065 2.82726 -0.48152 0.00
H 4.60271 -2.34121 1.36031 0.00
H 2.60858 3.86719 -1.05917 0.00
H -3.76119 1.74441 0.29318 0.00
H -5.89918 -3.03147 -3.93258 0.00
H -3.66612 -2.52098 -3.27302 0.00
H -1.37797 0.41558 -1.06095 0.00
H -2.16954 1.95936 -0.63838 0.00
H 2.95743 2.75836 -4.47774 0.00
H -1.64770 -1.58806 5.67764 0.00
H 4.60159 3.52321 2.26202 0.00
H -6.47195 -4.37934 -2.95005 0.00
H 6.89182 -1.46963 1.67737 0.00
H 3.42173 3.92423 -3.23379 0.00
H -0.22527 3.36121 -2.57537 0.00
H -0.85400 -1.96160 -5.93901 0.00
H -0.26699 0.26070 -7.93564 0.00
H 6.88444 4.34350 2.59313 0.00
H -3.06639 3.22374 5.43671 0.00
H -1.16220 -2.69553 -2.36958 0.00
H 0.17356 5.61473 3.38654 0.00
H 2.75825 0.20123 -6.88577 0.00
H 1.11503 1.71330 -4.93944 0.00
H -2.61600 3.06759 1.35685 0.00
H -2.76779 0.34963 5.82360 0.00
H -5.00567 -1.99486 2.42165 0.00
H 8.81116 2.78197 2.51222 0.00
H -7.18721 -2.78514 -2.74872 0.00
H 2.92593 2.15097 -0.76839 0.00
H -0.89248 0.69842 -6.33987 0.00
H 0.59987 3.60647 -4.11082 0.00
H -2.54017 -2.69619 4.62995 0.00
H 2.43564 -4.77939 3.50966 0.00
H -4.61454 3.35712 4.58158 0.00
H -0.92649 -1.61375 -1.01412 0.00
H -0.20643 -2.03353 -7.58422 0.00
H -6.53433 -3.37645 -0.24025 0.00
H -4.24541 2.41921 2.40957 0.00
H 3.91626 2.22967 -3.09476 0.00
```

Multiplicity: 4
Total energy: -7652.848870 Eh
Kohn-Sham gap (spin up / spin down): 6.4 / 6.0 eV
ΔE to the lowest compared entry with this formula, charge and spin: 90.9 kJ/mol
⟨S²⟩: 3.7687

Which of these has the lowest total energy?
C57H60AsBrN6O3Tc

The lowest total energy belongs to which entry?
C57H60AsBrN6O3Tc

The lowest total energy belongs to which entry?
C57H60AsBrN6O3Tc